(1)
DFT (the ωB97M-V functional and the def2-TZVPD basis) results for a cluster of 19 separate species, C29H90B3NO22 in total in a non-equilibrium geometry.

Computed properties:
**DFT total energy**: -80085.2369 eV
**HOMO**: -0.31584 Eh
**HOMO-LUMO gap**: 8.609 eV
**LUMO level**: 0.0142 eV
**Maximum force**: 6.282 eV Å⁻¹

```
145
Properties=species:S:1:pos:R:3:forces:R:3:lowdin_charge:R:1
C 4.6028 1.6849 -0.7371 0.845 0.017 -0.596 -0.090
C 4.5695 3.2960 -0.4312 0.607 0.493 0.701 -0.315
C 4.6770 3.6045 1.2092 0.122 -0.760 -0.622 -0.097
C 3.3558 4.1167 -1.1682 -0.428 0.309 -0.600 -0.274
C 3.2121 5.6895 -0.7290 0.247 -0.034 0.100 -0.091
C 1.8731 3.4254 -1.0427 0.877 0.068 -2.165 -0.160
O 1.6185 2.8426 0.2845 -3.116 2.892 0.387 0.020
B 0.4899 3.5653 0.9024 0.456 -0.779 0.020 -0.496
O 0.3350 5.0328 1.0078 -3.123 -3.221 0.212 0.136
B -1.0998 5.2797 1.3771 0.685 -1.047 -1.339 -0.121
O -2.2473 4.5736 0.7118 4.221 -1.699 0.874 0.137
B -1.7882 3.1810 0.5424 0.335 0.137 1.033 -0.389
C -2.3470 2.0858 -0.5495 -1.785 -3.070 -3.264 0.009
C -3.1893 0.6986 -0.1602 1.337 1.163 -4.637 0.035
C -3.6123 -0.2921 -1.4265 2.361 4.150 0.325 -0.008
C -3.1492 0.1948 -2.9207 0.119 1.045 2.424 -0.104
N -2.4151 1.4492 -3.3007 -1.313 -1.529 5.950 -0.021
C -2.0356 2.3240 -2.1400 -1.403 -1.853 1.347 -0.060
O -0.6579 2.7523 1.4406 0.117 2.642 -3.352 0.150
H 5.3940 1.5314 -1.6171 -1.979 0.122 1.870 0.085
H 5.0240 1.0790 0.1750 -0.885 1.283 -1.614 0.073
H 3.5796 1.2187 -1.0619 1.962 1.030 0.656 0.076
H 5.5845 3.7385 -0.8772 -2.231 -0.870 0.942 0.138
H 4.9669 4.7296 1.3659 -0.441 -2.277 -0.109 0.081
H 5.4988 2.8492 1.6321 -1.588 1.955 -0.844 0.077
H 3.6901 3.3551 1.7867 1.747 0.572 -1.269 0.073
H 3.6191 4.1210 -2.3325 -0.695 -0.104 2.383 0.146
H 2.2261 6.1394 -1.2294 2.227 -0.928 1.105 0.094
H 3.1203 5.7951 0.4461 0.073 -0.211 -2.471 0.087
H 4.1607 6.2947 -1.0884 -2.001 -1.232 0.801 0.066
H 1.7952 2.5686 -1.8705 0.139 1.572 2.073 0.143
H 1.0524 4.2267 -1.3694 1.700 -1.575 0.911 0.134
H -1.2534 6.0846 2.2479 -0.290 -0.102 -0.439 0.109
H -3.4285 0.4760 0.9651 0.440 0.324 -2.519 0.101
H -4.1834 -1.2915 -1.1780 1.451 2.185 -0.833 0.072
H -3.4359 -0.5414 -3.8164 0.780 2.004 2.201 0.102
H -1.4266 3.3169 -2.4051 -1.539 -2.495 0.414 0.121
C -6.0673 3.8130 -2.3512 0.165 0.073 0.112 -0.143
O -5.8119 3.1581 -3.5801 0.363 -0.594 -0.334 -0.141
H -6.9651 4.4267 -2.4555 0.197 -0.224 -0.014 0.071
H -6.2264 3.0689 -1.5669 -0.081 0.247 0.101 0.064
H -5.2192 4.4526 -2.0949 -0.056 0.079 0.171 0.081
H -5.0104 2.6217 -3.4570 -0.311 0.231 -0.148 0.065
C 7.8288 0.3652 1.8076 -0.046 -0.165 0.314 -0.168
O 7.8946 -0.3954 0.6152 0.024 -0.637 -0.379 -0.139
H 7.8777 1.4269 1.5549 -0.025 -0.174 -0.047 0.078
H 6.8868 0.1581 2.3213 0.016 0.239 0.178 0.069
H 8.6723 0.1071 2.4525 -0.093 0.233 0.119 0.057
H 7.8491 -1.3323 0.8710 0.046 0.573 -0.244 0.080
C -7.1054 4.6239 -6.7659 0.266 -0.225 0.213 -0.173
O -5.8294 4.2548 -6.2760 0.017 -0.222 -0.099 -0.141
H -6.9853 5.4162 -7.5085 0.042 -0.110 0.110 0.075
H -7.5814 3.7585 -7.2334 -0.268 0.128 -0.108 0.072
H -7.7213 4.9907 -5.9412 -0.245 0.073 -0.119 0.071
H -5.9679 3.5509 -5.6197 0.208 0.503 0.038 0.045
C -1.3335 -3.1157 -2.9860 0.158 -0.019 -0.225 -0.162
O -2.6982 -2.9809 -3.3377 -0.480 0.041 -0.505 -0.153
H -1.2530 -3.1974 -1.8996 -0.090 0.021 -0.178 0.082
H -0.9245 -4.0174 -3.4484 0.209 0.012 0.186 0.068
H -0.7803 -2.2364 -3.3251 0.214 -0.015 0.143 0.078
H -2.7381 -2.9106 -4.3067 -0.039 -0.107 0.564 0.082
C -9.9615 3.9019 -1.3552 -0.040 -0.159 0.164 -0.154
O -8.6855 3.5328 -0.8653 0.077 -0.370 0.415 -0.147
H -9.8414 4.6942 -2.0978 0.076 -0.129 0.124 0.080
H -10.4376 3.0365 -1.8227 -0.226 0.144 -0.091 0.076
H -10.5774 4.2687 -0.5305 -0.215 0.075 -0.169 0.076
H -8.8240 2.8289 -0.2090 0.147 0.313 -0.300 0.075
C 1.7378 -5.3642 -2.6108 0.013 -0.226 0.021 -0.166
O 0.5749 -5.9964 -2.1082 -0.208 -0.439 0.019 -0.144
H 1.6028 -4.2812 -2.5618 -0.054 -0.170 0.034 0.073
H 2.6001 -5.6496 -2.0032 0.166 0.173 -0.131 0.078
H 1.8958 -5.6629 -3.6499 0.221 0.167 -0.055 0.077
H 0.7241 -6.9555 -2.1642 -0.175 0.447 0.189 0.076
C -1.1493 -8.3625 0.1698 -0.162 -0.085 0.082 -0.172
O 0.0629 -8.9840 -0.2158 0.400 -0.404 0.053 -0.133
H -1.3314 -7.5043 -0.4812 0.169 -0.116 0.055 0.072
H -1.9726 -9.0742 0.0696 -0.123 0.182 0.112 0.067
H -1.0720 -8.0218 1.2052 -0.238 0.097 -0.002 0.080
H 0.1978 -9.7412 0.3790 -0.085 0.418 -0.355 0.076
C 4.6616 1.6975 -4.9658 -0.069 -0.203 -0.078 -0.161
O 4.1738 1.0220 -3.8212 -0.233 -0.484 0.010 -0.149
H 4.9361 2.7174 -4.6863 -0.066 -0.181 0.063 0.077
H 5.5430 1.1773 -5.3489 0.065 0.192 -0.195 0.075
H 3.8825 1.7290 -5.7312 0.143 0.170 -0.184 0.075
H 3.9385 0.1207 -4.0999 0.107 0.508 0.261 0.087
C -7.1896 -0.1674 0.5416 0.104 0.054 -0.231 -0.164
O -8.5544 -0.0327 0.1899 -0.439 0.172 -0.436 -0.131
H -7.1091 -0.2491 1.6280 -0.123 0.014 -0.145 0.086
H -6.7807 -1.0692 0.0792 0.199 0.112 0.074 0.059
H -6.6365 0.7118 0.2025 0.267 -0.096 0.095 0.070
H -8.5943 0.0376 -0.7791 -0.037 -0.051 0.531 0.086
C 7.5589 7.1017 -1.9536 0.016 0.073 -0.145 -0.162
O 6.1437 7.0813 -1.9863 -0.375 0.200 -0.370 -0.144
H 7.8998 6.6272 -1.0304 -0.172 0.030 -0.137 0.079
H 7.9521 6.5498 -2.8110 0.254 0.000 0.085 0.076
H 7.9101 8.1361 -1.9803 0.254 -0.045 0.030 0.076
H 5.8708 7.5086 -2.8160 0.054 -0.265 0.510 0.087
C 4.7845 2.1976 4.4237 -0.127 0.144 0.293 -0.172
O 6.1786 1.9949 4.5645 0.625 0.158 0.284 -0.139
H 4.4032 1.5222 3.6543 0.153 0.098 0.078 0.078
H 4.2867 1.9834 5.3727 -0.263 0.030 -0.115 0.066
H 4.5940 3.2313 4.1251 -0.259 -0.071 -0.060 0.069
H 6.4884 2.6072 5.2533 -0.130 -0.399 -0.436 0.082
C -5.0938 -3.3675 0.8909 -0.013 -0.335 0.013 -0.152
O -3.9931 -2.9326 0.1138 0.517 -0.146 -0.182 -0.156
H -5.7310 -2.5090 1.1161 0.215 -0.113 -0.031 0.054
H -5.6685 -4.1073 0.3282 -0.124 0.011 0.290 0.077
H -4.7319 -3.8048 1.8246 -0.298 -0.059 0.034 0.083
H -3.4463 -3.7151 -0.0702 -0.261 0.524 -0.032 0.092
C 1.9639 -0.1426 6.5316 -0.157 0.013 -0.137 -0.170
O 1.8875 1.2682 6.6231 -0.308 0.438 -0.165 -0.140
H 2.8179 -0.4908 7.1173 -0.122 0.155 -0.075 0.080
H 1.0473 -0.5846 6.9299 0.092 -0.259 -0.022 0.074
H 2.0979 -0.4342 5.4871 0.034 -0.268 0.057 0.076
H 1.1211 1.5478 6.0942 0.480 -0.068 0.323 0.084
C -8.0493 -5.1104 2.2276 0.152 -0.233 0.077 -0.159
O -6.8371 -5.7319 1.8420 0.186 -0.364 0.092 -0.144
H -8.2314 -4.2522 1.5766 0.078 -0.132 0.057 0.078
H -8.8726 -5.8221 2.1275 -0.219 0.182 0.064 0.077
H -7.9720 -4.7697 3.2630 -0.239 0.142 0.025 0.074
H -6.7022 -6.4891 2.4368 0.006 0.270 -0.150 0.055
C -3.2586 -10.8126 2.6163 -0.030 -0.177 0.013 -0.162
O -2.0178 -10.9768 1.9544 0.406 -0.448 -0.200 -0.140
H -3.4642 -9.7452 2.7259 0.131 -0.144 -0.070 0.079
H -4.0522 -11.2754 2.0246 -0.191 0.086 0.152 0.077
H -3.2093 -11.2753 3.6049 -0.233 0.091 0.073 0.076
H -1.8625 -11.9330 1.8716 -0.017 0.575 0.010 0.088
C -8.0586 -7.6519 4.9714 -0.172 -0.169 0.095 -0.155
O -6.8178 -7.8162 4.3095 0.425 -0.356 -0.365 -0.135
H -8.2642 -6.5846 5.0810 0.124 -0.176 -0.055 0.077
H -8.8522 -8.1148 4.3797 -0.188 0.094 0.167 0.082
H -8.0093 -8.1147 5.9600 -0.221 0.099 0.043 0.079
H -6.6625 -8.7724 4.2267 0.013 0.582 -0.008 0.089
C 10.1378 4.1044 -1.6181 -0.013 -0.265 0.029 -0.169
O 8.9749 3.4722 -1.1156 -0.149 -0.401 0.045 -0.138
H 10.0028 5.1874 -1.5692 -0.054 -0.180 0.027 0.065
H 11.0001 3.8190 -1.0106 0.184 0.171 -0.133 0.077
H 10.2958 3.8057 -2.6573 0.224 0.173 -0.057 0.077
H 9.1241 2.5131 -1.1716 -0.226 0.481 0.117 0.083
C 11.5776 -0.4036 4.0437 -0.031 0.167 0.126 -0.165
O 10.9931 0.5302 3.1544 -0.127 0.483 0.032 -0.140
H 11.8276 -1.3122 3.4910 -0.075 0.198 0.008 0.080
H 12.4882 0.0215 4.4729 0.073 -0.240 0.137 0.074
H 10.8668 -0.6464 4.8374 0.154 -0.196 0.121 0.076
H 10.7821 1.3253 3.6728 0.061 -0.414 -0.401 0.087
```
Positions in Å, forces in eV/Å.

(2)
DFT (the ωB97M-V functional and the def2-TZVPD basis) results for a cluster of 2 separate species, C5H4N4O4 in total in a non-equilibrium geometry.

Computed properties:
**SMILES string**: NC(=O)c1nc[n+]([O-])oc1=O.C#N
**Relative energy (zero: lowest compared OMol25 entry of this formula, charge and spin)**: 0.0 kJ/mol
**DFT total energy**: -19395.2191 eV
**HOMO (alpha / beta)**: -0.34243 / -0.34251 Eh
**HOMO-LUMO gap (alpha / beta)**: 8.166 / 8.167 eV
**LUMO level (alpha / beta)**: -1.1517 / -1.1533 eV
**Maximum force**: 3.959 eV Å⁻¹

```
17
Properties=species:S:1:pos:R:3:forces:R:3:lowdin_charge:R:1
C 1.1032 2.2804 1.1837 -0.090 -0.262 0.086 0.035
C -0.3460 -0.2448 -0.5407 -0.544 -0.013 -0.727 -0.146
C 0.9902 -0.1091 -1.1847 -0.358 -0.672 0.682 -0.410
C -1.5346 0.5387 -1.1509 0.402 -0.459 0.207 -0.458
C 0.4417 -1.8378 0.8738 0.063 1.333 -1.499 -0.098
N 1.1699 1.1394 1.1564 0.130 0.371 0.464 0.134
N -0.5797 -1.1317 0.3591 0.180 1.326 -1.376 0.156
N -2.6275 0.5272 -0.3248 3.727 -0.173 1.113 0.174
N 1.7143 -1.6949 0.6152 -0.817 1.595 -0.874 -0.216
O 1.2424 0.4873 -2.1703 0.676 0.098 -0.034 0.183
O -1.4698 1.0080 -2.2621 -0.390 -0.219 0.234 0.098
O 2.6689 -2.0935 1.2009 0.896 -0.662 0.177 0.102
O 2.0228 -0.8332 -0.5167 -0.444 -0.287 -0.127 0.093
H 0.9924 3.3313 1.2294 0.062 0.417 -0.042 0.067
H 0.0852 -2.4515 1.5748 -0.020 -2.687 2.907 0.102
H -2.3734 0.4615 0.6616 -1.028 -0.347 -0.576 0.109
H -3.5000 0.6227 -0.7048 -2.445 0.642 -0.615 0.074
```
Positions in Å, forces in eV/Å.

(3)
DFT (the ωB97M-V functional and the def2-TZVPD basis) results for a structure of composition C12H20F6MgN4OP in a non-equilibrium geometry.

Computed properties:
**DFT total energy**: -51813.8064 eV
**HOMO**: -0.38362 Eh
**HOMO-LUMO gap**: 6.029 eV
**Net charge**: +1
**LUMO level**: -4.4094 eV
**Maximum force**: 3.833 eV Å⁻¹

```
45
Properties=species:S:1:pos:R:3:forces:R:3:lowdin_charge:R:1
Mg 19.0553 0.4021 -17.9752 -1.173 1.707 -0.847 0.890
P 17.7887 3.0809 -20.0316 -0.973 3.670 -0.087 0.253
F 19.1811 2.5231 -20.7498 -1.249 0.529 1.212 -0.175
F 17.6197 4.3302 -21.0722 0.086 -2.090 -0.427 -0.149
F 16.9513 1.9516 -20.7536 -0.206 0.392 -1.574 -0.123
F 16.4378 3.6067 -19.2628 0.224 -0.443 -0.419 -0.171
F 17.8515 1.9526 -18.8231 1.910 -1.124 1.357 -0.266
F 18.6018 4.1852 -19.1036 0.716 -1.617 0.090 -0.188
C 21.0675 4.3535 -16.4584 -0.303 -1.064 -0.858 0.010
C 20.6116 3.0642 -17.0265 0.002 -1.038 -0.488 -0.135
N 20.2771 2.0711 -17.5213 0.494 0.732 1.056 0.133
H 22.0156 4.5807 -16.9459 -0.054 0.177 -0.016 0.106
H 21.2298 4.2743 -15.3835 -0.282 0.078 -0.104 0.099
H 20.2890 5.0475 -16.7755 0.163 0.364 0.331 0.103
C 19.1739 3.0346 -24.7451 0.541 -1.313 -2.109 -0.048
C 19.4597 1.7665 -25.6113 -0.905 0.613 0.813 -0.243
N 19.6275 0.8119 -26.2466 -0.062 1.194 0.779 0.096
H 19.1726 2.8092 -23.6786 0.315 0.120 -0.238 0.056
H 18.2515 3.5367 -25.0371 -0.310 -0.641 0.013 0.071
H 19.9153 3.7394 -25.1214 0.400 0.042 0.809 0.067
C 16.8676 1.2620 -14.0310 0.784 1.076 -0.569 -0.004
C 17.3091 0.9833 -15.3937 0.572 -0.834 -2.606 -0.116
N 17.6097 0.7807 -16.5097 -0.208 0.349 3.812 0.128
H 17.6415 1.0474 -13.2939 -0.265 -1.102 -0.023 0.106
H 15.8533 0.8928 -13.8797 0.290 0.045 0.350 0.110
H 16.9586 2.3460 -13.9623 -0.885 0.363 -0.124 0.105
C 15.1897 -1.7536 -18.1678 2.145 -0.025 0.013 0.018
C 16.6087 -1.3424 -18.4942 -1.203 -0.351 -0.507 -0.132
N 17.6870 -1.0026 -18.6928 0.049 -0.194 0.293 0.122
H 14.4954 -0.9607 -18.4459 0.078 -0.151 0.185 0.105
H 15.3053 -1.9504 -17.1020 -0.705 0.300 0.229 0.090
H 14.9590 -2.7249 -18.6054 0.026 0.245 -0.364 0.100
C 19.0856 8.9853 -21.6597 0.153 -0.063 -0.226 -0.188
C 18.6122 7.6775 -21.1152 1.616 -2.929 -0.715 -0.207
C 17.3103 7.4129 -21.7755 -0.582 1.190 -0.245 -0.229
O 16.7694 8.7199 -21.7504 -1.599 1.950 -0.407 -0.135
C 17.8037 9.7470 -21.6828 -0.311 -0.513 1.069 -0.190
H 19.3951 8.8539 -22.6965 0.574 -0.050 0.128 0.120
H 19.8298 9.4707 -21.0283 0.203 -0.051 -0.358 0.118
H 18.5806 7.5772 -20.0303 -0.102 0.173 -0.071 0.123
H 19.1814 6.8605 -21.5586 1.017 -0.190 0.782 0.109
H 16.6984 6.6308 -21.3260 -0.295 0.595 0.646 0.111
H 17.3239 7.1018 -22.8201 0.808 -0.114 -0.319 0.119
H 17.7482 10.2362 -20.7103 -0.638 0.277 0.025 0.114
H 17.8372 10.5164 -22.4542 -0.853 -0.282 -0.291 0.119
```
Positions in Å, forces in eV/Å.

(4)
DFT (the ωB97M-V functional and the def2-TZVPD basis) results for a structure of composition C4H6O2P in a non-equilibrium geometry.

Computed properties:
**Relative energy (zero: lowest compared OMol25 entry of this formula, charge and spin)**: 258.2 kJ/mol
**DFT total energy**: -17627.7617 eV
**HOMO**: -0.14973 Eh
**HOMO-LUMO gap**: 8.158 eV
**Net charge**: -1
**LUMO level**: 4.0835 eV
**Maximum force**: 4.123 eV Å⁻¹

```
13
Properties=species:S:1:pos:R:3:forces:R:3:lowdin_charge:R:1
C -1.6760 -0.5750 1.2512 -1.845 -0.216 0.291 -0.092
C -1.3721 -0.4802 -0.0290 3.184 -0.197 -2.613 -0.110
C 1.4113 -0.7989 -0.3915 -0.097 -0.029 1.780 -0.823
C 0.2393 0.1089 -0.6952 -2.862 0.322 2.361 -0.361
O 1.9804 -0.3475 0.6753 0.243 -1.194 -0.544 -0.251
O 1.6911 -1.7824 -1.0516 0.287 -0.803 -0.766 -0.027
P 0.9646 1.5754 0.2495 -1.142 -0.716 1.229 0.742
H -2.7315 -0.9002 1.4538 1.058 -0.057 -0.011 0.044
H -1.1182 -0.3401 2.1475 0.427 0.420 -0.383 0.043
H -2.0455 -1.0357 -0.7808 1.024 1.440 0.993 0.085
H 0.1379 0.4780 -1.6910 -0.524 -0.588 -0.934 0.044
H 0.4272 2.4898 -0.6315 -0.947 1.350 -0.837 -0.187
H 2.0915 1.6079 -0.5066 1.194 0.269 -0.568 -0.107
```
Positions in Å, forces in eV/Å.